Version i
Here is a structure of composition C6H14O3 from OMol25. Energies are from ωB97M-V with the def2-TZVPD basis set.

Positions of all 23 atoms, in Å:
C1 -1.80 0.52 -1.12
C2 0.52 -0.02 -0.14
C3 -0.62 0.41 0.55
C4 1.30 -0.41 1.69
C5 1.40 0.96 -0.87
C6 1.75 -1.85 1.68
O1 -1.30 1.04 -2.30
O2 -2.93 1.32 -0.80
O3 -2.18 -0.81 -1.30
H1 -1.90 1.74 -2.62
H2 -3.43 0.86 -0.12
H3 -2.68 -0.89 -2.13
H4 0.44 -0.99 -0.62
H5 -1.20 -0.34 1.08
H6 -0.64 1.43 0.92
H7 2.12 0.31 1.67
H8 0.71 -0.17 2.57
H9 0.99 1.13 -1.86
H10 2.41 0.55 -0.99
H11 1.46 1.91 -0.34
H12 2.42 -2.05 0.85
H13 2.28 -2.11 2.60
H14 0.89 -2.53 1.61

Results
LUMO energy ... 0.71 eV
Multiplicity ... 1
Molecular weight ... 134.18 g/mol
HOMO-LUMO gap ... 0.2963 Eh

natural (NBO) atomic charge list, values in e, 5 entries: atom 1 (C): 0.707, atom 2 (C): -0.141, atom 3 (C): -0.361, atom 4 (C): -0.396, atom 5 (C): -0.648



Version ii
Here is a cluster of 2 separate species, C6H14O3 in total from OMol25. Energies are from ωB97M-V with the def2-TZVPD basis set.

Positions of all 23 atoms, in Å:
C1 0.29 1.87 1.75
O1 0.73 1.23 0.57
C2 1.30 -0.05 0.71
C3 0.20 -1.12 1.31
O2 2.33 -0.03 1.63
O3 1.76 -0.42 -0.51
H1 -0.67 1.47 2.08
H2 1.03 1.76 2.55
H3 0.19 2.92 1.50
H4 0.09 -0.83 2.35
H5 0.66 -2.12 1.27
H6 -0.79 -1.08 0.87
H7 3.15 0.14 1.15
H8 0.97 -0.62 -1.16
C4 -0.35 -1.27 -2.31
C5 -1.38 -0.84 -1.56
C6 -1.79 0.59 -1.46
H9 0.10 -0.63 -3.04
H10 -0.20 -2.33 -2.46
H11 -1.93 -1.53 -0.94
H12 -1.67 0.96 -0.45
H13 -1.18 1.23 -2.12
H14 -2.83 0.70 -1.74

Results
LUMO energy ... 0.94 eV
Multiplicity ... 1
Molecular weight ... 134.18 g/mol
HOMO-LUMO gap ... 0.3962 Eh

natural (NBO) atomic charge list, values in e, 5 entries: atom 1 (C): -0.264, atom 2 (O): -0.562, atom 3 (C): 0.775, atom 4 (C): -0.683, atom 5 (O): -0.730



Version iii
Here is the molecule C6H14O3 from OMol25. Energies are from ωB97M-V with the def2-TZVPD basis set.

Positions of all 23 atoms, in Å:
C1 0.85 -0.45 2.28
C2 -0.18 -0.48 1.15
C3 -0.55 -1.92 0.81
C4 0.45 0.29 -0.13
O1 0.93 1.55 0.25
O2 1.49 -0.42 -0.70
C5 -0.68 0.45 -1.15
C6 -0.12 1.11 -2.48
O3 -1.66 1.28 -0.56
H1 1.71 -1.06 2.03
H2 0.40 -0.84 3.20
H3 1.17 0.57 2.48
H4 -1.07 0.06 1.47
H5 -0.75 -2.48 1.72
H6 -1.44 -1.97 0.19
H7 0.28 -2.40 0.29
H8 0.16 2.12 0.36
H9 2.28 -0.22 -0.18
H10 -1.09 -0.53 -1.42
H11 0.65 0.46 -2.89
H12 -0.92 1.24 -3.20
H13 0.33 2.08 -2.25
H14 -2.25 1.56 -1.27

Results
LUMO energy ... 0.74 eV
Multiplicity ... 1
Molecular weight ... 134.18 g/mol
HOMO-LUMO gap ... 0.3810 Eh

natural (NBO) atomic charge list, values in e, 5 entries: atom 1 (C): -0.618, atom 2 (C): -0.254, atom 3 (C): -0.619, atom 4 (C): 0.506, atom 5 (O): -0.736



Which one sits at the bottom of the stability order? version i does.



Version i
Here is the molecule C3H8N2OS from OMol25. Energies are from ωB97M-V with the def2-TZVPD basis set.

Positions of all 15 atoms, in Å:
N1 -0.15 -0.05 -2.35
C1 0.35 -0.34 -1.15
O1 1.08 -1.31 -0.97
C2 0.08 0.56 0.02
N2 1.27 0.67 0.85
C3 -0.93 -0.37 0.78
S1 -1.05 -0.07 2.58
H1 -0.30 0.90 -2.63
H2 -0.04 -0.74 -3.09
H3 -0.37 1.53 -0.33
H4 1.10 1.02 1.77
H5 1.98 1.22 0.33
H6 -1.91 -0.33 0.27
H7 -0.50 -1.40 0.80
H8 -0.61 -1.29 3.10

Results
LUMO energy ... 0.74 eV
Multiplicity ... 1
Molecular weight ... 120.18 g/mol
HOMO-LUMO gap ... 0.3652 Eh

natural (NBO) atomic charge list, values in e, 5 entries: atom 1 (N): -0.815, atom 2 (C): 0.644, atom 3 (O): -0.609, atom 4 (C): -0.150, atom 5 (N): -0.825



Version ii
Here is the molecule C3H8N2OS from OMol25. Energies are from ωB97M-V with the def2-TZVPD basis set.

Positions of all 15 atoms, in Å:
C1 1.20 0.91 -0.50
C2 0.42 -0.37 -0.25
N1 0.95 -1.49 0.07
O1 2.36 -1.44 0.06
N2 -0.96 -0.21 -0.25
C3 -1.60 0.99 0.33
S1 -1.91 -1.65 -0.36
H1 1.38 1.47 0.41
H2 2.20 0.73 -0.97
H3 0.63 1.59 -1.21
H4 2.54 -2.35 0.33
H5 -1.74 0.79 1.42
H6 -1.00 1.86 0.13
H7 -2.58 1.15 -0.14
H8 -1.90 -2.00 0.94

Results
LUMO energy ... 0.84 eV
Multiplicity ... 1
Molecular weight ... 120.18 g/mol
HOMO-LUMO gap ... 0.3416 Eh

natural (NBO) atomic charge list, values in e, 5 entries: atom 1 (C): -0.695, atom 2 (C): 0.368, atom 3 (N): -0.206, atom 4 (O): -0.580, atom 5 (N): -0.567



Version iii
Here is a cluster of 2 separate species, C3H8N2OS in total from OMol25. Energies are from ωB97M-V with the def2-TZVPD basis set.

Positions of all 15 atoms, in Å:
N1 -1.52 -1.63 0.43
C1 -0.50 -0.78 -0.09
C2 -0.70 0.18 -1.16
S1 3.05 -0.33 0.00
C3 -0.50 0.81 0.38
N2 0.66 1.43 0.51
O1 -1.54 1.04 0.98
H1 -2.20 -1.00 0.86
H2 -1.96 -2.15 -0.33
H3 0.53 -1.14 -0.12
H4 -0.10 -0.09 -2.01
H5 -1.71 0.46 -1.41
H6 4.24 0.24 0.27
H7 0.69 2.15 1.24
H8 1.55 0.83 0.44

Results
LUMO energy ... -3.15 eV
Multiplicity ... 1
Molecular weight ... 120.18 g/mol
HOMO-LUMO gap ... 0.1603 Eh

natural (NBO) atomic charge list, values in e, 5 entries: atom 1 (N): -0.826, atom 2 (C): 0.103, atom 3 (C): -0.306, atom 4 (S): -0.818, atom 5 (C): 0.539



Which one sits at the bottom of the stability order? version iii does.



Version i
Here is the molecule C3H8N2OS from OMol25. Energies are from ωB97M-V with the def2-TZVPD basis set.

Positions of all 15 atoms, in Å:
C1 -0.35 -0.98 0.53
C2 0.92 -0.51 -0.45
C3 1.47 1.67 0.19
N1 -1.60 -0.88 -0.11
N2 1.13 0.73 -0.80
O1 -3.75 0.08 -0.92
S1 -2.60 0.49 -0.18
H1 -0.25 -2.09 0.87
H2 -0.44 -0.22 1.48
H3 1.72 -0.98 0.12
H4 0.74 -1.11 -1.35
H5 0.85 1.44 1.12
H6 2.45 1.26 0.41
H7 1.58 2.71 -0.23
H8 -1.86 -1.61 -0.67

Results
LUMO energy (spin up / spin down) ... -0.27 / -0.48 eV
Multiplicity ... 1
Molecular weight ... 120.18 g/mol
HOMO-LUMO gap (spin up / spin down) ... 0.3051 / 0.2639 Eh

natural (NBO) atomic charge list, values in e, 5 entries: atom 1 (C): -0.222, atom 2 (C): -0.285, atom 3 (C): -0.475, atom 4 (N): -0.829, atom 5 (N): -0.275



Version ii
Here is the molecule C3H8N2OS from OMol25. Energies are from ωB97M-V with the def2-TZVPD basis set.

Positions of all 15 atoms, in Å:
C1 1.66 -1.30 0.70
O1 1.10 -0.86 -0.56
C2 0.15 0.05 -0.33
N1 0.27 1.39 -0.25
N2 1.84 1.42 0.15
S1 -1.43 -0.64 -0.39
C3 -2.37 0.63 0.65
H1 1.08 -1.84 1.34
H2 2.73 -1.87 0.53
H3 1.84 -0.44 1.32
H4 2.15 2.36 -0.19
H5 2.39 0.78 -0.59
H6 -2.36 1.70 0.19
H7 -3.44 0.14 0.93
H8 -1.70 0.43 1.67

Results
LUMO energy ... 0.74 eV
Multiplicity ... 1
Molecular weight ... 120.18 g/mol
HOMO-LUMO gap ... 0.3422 Eh

natural (NBO) atomic charge list, values in e, 5 entries: atom 1 (C): -0.274, atom 2 (O): -0.534, atom 3 (C): 0.326, atom 4 (N): -0.319, atom 5 (N): -0.725



Which one sits at the bottom of the stability order? version i does.



Version i
Here is a cluster of 2 separate species, C3H3NOS2 in total from OMol25. Energies are from ωB97M-V with the def2-TZVPD basis set.

Positions of all 10 atoms, in Å:
C1 0.78 2.24 -0.85
C2 0.14 -0.95 -0.43
C3 -1.32 -1.10 1.48
N1 1.68 1.59 -1.25
O1 -0.46 -1.17 0.56
S1 0.82 -1.75 -1.63
S2 -0.31 3.07 -0.10
H1 -2.35 -1.33 1.31
H2 -0.96 -1.33 2.60
H3 1.98 0.73 -1.70

Results
LUMO energy (spin up / spin down) ... -0.39 / -0.26 eV
Multiplicity ... 1
Molecular weight ... 133.20 g/mol
HOMO-LUMO gap (spin up / spin down) ... 0.2943 / 0.2845 Eh

natural (NBO) atomic charge list, values in e, 5 entries: atom 1 (C): 0.229, atom 2 (C): 0.226, atom 3 (C): -0.130, atom 4 (N): -0.663, atom 5 (O): -0.367



Version ii
Here is the molecule C3H3NOS2 from OMol25. Energies are from ωB97M-V with the def2-TZVPD basis set.

Positions of all 10 atoms, in Å:
O1 1.07 2.76 0.07
N1 1.12 1.35 0.08
C1 -0.16 0.78 -0.03
C2 -0.35 -0.64 -0.02
C3 -1.67 -1.02 -0.10
S1 -2.87 0.21 0.04
S2 -1.63 1.75 -0.03
H1 1.72 2.87 -0.57
H2 0.32 -1.37 -0.36
H3 -2.17 -2.06 0.02

Results
LUMO energy (spin up / spin down) ... 0.17 / 0.17 eV
Multiplicity ... 1
Molecular weight ... 133.20 g/mol
HOMO-LUMO gap (spin up / spin down) ... 0.2948 / 0.2948 Eh

natural (NBO) atomic charge list, values in e, 5 entries: atom 1 (O): -0.581, atom 2 (N): -0.196, atom 3 (C): -0.002, atom 4 (C): -0.306, atom 5 (C): -0.324



Which one sits at the bottom of the stability order? version i does.